The following is a DFT calculation (wB97M-V/def2-TZVPD) of 10 unconnected molecules or ions with the total composition C4H30N2O10 in a non-equilibrium geometry.

Computed properties:
- total charge = +2
- orbital gap (eV) = 10.58
- max |F| (eV/A) = 4.44
- E_HOMO (Eh) = -0.588
- spin multiplicity = 1

```
46
Properties=species:S:1:pos:R:3:forces:R:3
O -0.5326 -0.6240 -3.3244 -1.1 -0.6 -1.2
C -1.6375 -0.7469 -2.8492 1.9 1.1 1.7
C -1.7023 -0.1960 -1.4504 -0.9 0.7 4.3
C -1.6279 -1.3820 -0.3691 1.7 1.4 -0.9
C -2.2471 -1.1736 1.0027 -2.4 -1.6 -0.8
N -1.6494 -0.0673 1.8240 -2.9 -0.8 0.7
N -0.6012 0.7868 -1.0785 1.2 -0.1 -1.1
H -2.5370 -1.2936 -3.1291 0.1 -0.2 -0.9
H -2.5309 0.3837 -1.0644 -0.9 -0.4 -1.2
H -0.5607 -1.6435 -0.2585 -0.1 0.0 0.1
H -1.9816 -2.2719 -0.8343 -0.8 -0.8 -0.1
H -2.3225 -2.2063 1.4522 1.2 1.3 0.5
H -3.3320 -1.0328 0.9485 0.1 0.7 -0.4
H -2.1109 -0.0591 2.7629 1.3 -0.8 -0.3
H -2.0229 0.8759 1.5619 1.4 -0.5 -0.8
H -0.6502 -0.2690 1.7472 0.8 1.6 0.7
H -0.7618 1.5868 -0.4313 -0.5 -1.2 0.2
H -0.1539 1.3303 -1.8368 -0.2 -0.4 -1.0
H 0.1444 0.1968 -0.7080 0.3 0.7 0.2
H 3.4892 -3.9134 0.6047 0.0 0.2 -0.1
H 3.9707 -3.8301 2.0205 0.2 0.2 0.1
O 3.7544 -3.2650 1.2692 -0.1 -0.5 0.1
H -0.9725 3.4531 2.1315 0.0 0.1 -0.2
H -1.6157 3.8285 0.7676 0.0 0.0 0.3
O -1.3112 3.0832 1.3051 -0.1 -0.3 -0.3
H -4.6908 0.8520 -2.9223 0.0 0.0 0.0
H -3.5861 1.8901 -2.9252 0.0 0.0 -0.1
O -3.7636 0.9741 -2.6789 -0.5 0.4 -0.3
H 1.1613 1.4380 1.7032 -0.6 -0.1 -0.5
H 1.5730 0.1370 1.0576 0.1 -0.3 -0.5
O 0.8025 0.7180 1.0756 1.0 0.1 1.3
H 5.1091 1.4103 2.9518 0.1 0.0 0.0
H 4.7435 2.8406 2.5132 0.2 -0.2 0.0
O 4.4919 1.9122 2.4086 -0.1 0.2 0.0
H -0.3088 -5.1224 -1.0324 0.3 0.7 -0.1
H -1.6678 -5.1510 -0.5614 -0.4 0.5 0.1
O -0.9920 -4.4854 -0.7644 0.0 -1.1 0.0
H 2.7532 2.0915 2.6660 0.0 0.5 0.1
H 2.0622 3.3900 2.1621 0.0 -0.2 0.1
O 1.8819 2.5533 2.6124 0.0 -0.2 -0.1
H 3.0318 -1.5206 0.4537 -0.1 -0.3 0.3
H 3.2140 -1.7817 -0.9747 -0.3 0.2 -0.4
O 2.5357 -1.4484 -0.3723 0.2 0.3 0.0
H 1.6994 2.1696 -2.7844 0.2 0.5 -1.1
H 0.6213 3.0241 -3.7351 1.0 -0.4 0.0
O 0.8313 2.5578 -2.9169 -1.2 -0.2 1.3
```
Positions in Å, forces in eV/Å.

***

The following is a DFT calculation (wB97M-V/def2-TZVPD) of a molecular structure, C50H47BrF3HfN8O4SeSi in a non-equilibrium geometry.

Computed properties:
- total charge = +1
- orbital gap (eV) = 7.11
- relative energy (zero: lowest compared OMol25 entry of this formula, charge and spin) (kcal/mol) = 17.5
- max |F| (eV/A) = 1.51
- E_HOMO (Eh) = -0.376
- spin multiplicity = 1

```
116
Properties=species:S:1:pos:R:3:forces:R:3
Hf -0.1854 -0.0476 0.9050 -1.3 0.0 0.2
Se 2.3177 1.9317 8.3218 0.2 0.1 0.5
N 0.9931 0.9648 7.6861 -0.4 -0.3 -0.2
C 0.9399 1.1701 6.3936 0.3 0.2 0.2
C -0.0466 0.5700 5.5188 -0.3 -0.1 -0.3
C -1.0635 -0.2619 5.9868 0.0 0.1 -0.1
C -2.0088 -0.7174 5.0941 0.0 0.1 0.1
C -1.9060 -0.3442 3.7609 -0.2 0.1 0.0
N -0.9184 0.4068 3.2853 0.3 -0.3 -0.3
C 0.0052 0.8619 4.1495 -0.2 -0.2 0.2
C 1.0649 1.7057 3.6081 0.3 0.3 0.0
N 1.0994 1.8510 2.2768 -0.1 -0.8 -0.2
C 1.9811 2.6886 1.7525 -0.1 0.0 -0.3
C 2.8931 3.4115 2.5120 0.0 0.1 0.2
C 2.9041 3.2301 3.8788 0.0 -0.1 0.0
C 1.9761 2.3579 4.4491 -0.1 0.0 -0.4
C 1.9235 2.0810 5.8691 -0.1 -0.1 0.4
N 2.7474 2.5915 6.7497 0.2 0.2 -0.5
H -1.0967 -0.5149 7.0381 0.0 0.0 0.0
H -2.8221 -1.3512 5.4174 0.0 0.0 0.0
H -2.6523 -0.6526 3.0398 0.1 -0.1 0.0
H 1.9491 2.7877 0.6732 0.0 0.0 0.0
H 3.5805 4.0940 2.0331 0.0 0.0 0.0
H 3.6061 3.7467 4.5195 0.0 0.0 0.0
O -2.5882 -0.5929 0.7039 0.4 0.0 0.1
C -3.5316 -0.4324 -0.0704 -0.2 0.3 -0.1
C -4.9317 -0.2137 0.4105 0.0 -0.2 0.1
C -5.5697 -1.6313 0.4361 0.0 0.1 -0.1
C -5.3891 -2.5150 -0.8139 0.1 -0.1 0.1
C -3.9539 -3.0180 -1.0748 -0.1 0.2 -0.1
C -3.0749 -2.0048 -1.8299 0.0 -0.2 0.2
N -3.4342 -0.6354 -1.4157 0.3 0.1 -0.1
H -5.4775 0.4359 -0.2753 0.0 0.0 0.0
H -4.9546 0.2192 1.4084 0.1 0.1 0.0
H -6.6381 -1.5065 0.6162 0.0 0.0 0.1
H -5.1568 -2.1714 1.2923 0.0 0.0 0.0
H -5.7770 -2.0123 -1.7061 -0.1 0.0 0.0
H -6.0193 -3.3909 -0.6543 -0.1 0.0 -0.1
H -3.9923 -3.9442 -1.6494 0.1 0.0 0.1
H -3.4850 -3.2467 -0.1120 0.0 -0.1 0.0
H -3.2322 -2.0726 -2.9058 0.0 0.1 0.0
H -2.0289 -2.1861 -1.6128 0.1 0.0 -0.1
H -4.2586 -0.3204 -1.9033 -0.1 0.0 0.0
Br -0.2020 -4.9731 -1.1875 0.0 0.2 -0.1
C -0.5520 -5.1780 0.6608 0.0 0.3 0.2
C -0.7393 -6.4844 1.0853 0.0 0.0 0.0
C -0.9574 -6.7567 2.4248 0.0 0.0 0.0
C -0.9639 -5.7292 3.3537 0.0 0.0 0.1
C -0.7654 -4.4301 2.9334 0.0 0.1 -0.1
C -0.5693 -4.1203 1.5843 -0.1 -0.1 -0.1
C -0.4191 -2.6691 1.2825 0.1 -0.6 -0.1
O -0.1746 -1.8746 2.2419 0.1 0.5 -0.2
O -0.5480 -2.1847 0.1263 0.4 0.3 0.1
H -0.7062 -7.2869 0.3619 0.0 0.0 0.0
H -1.1145 -7.7793 2.7408 0.0 0.0 0.0
H -1.1178 -5.9406 4.4031 0.0 0.0 0.0
H -0.7577 -3.6102 3.6388 0.0 -0.1 0.0
F -1.5158 9.2288 -1.1335 0.0 0.0 0.1
C -1.8086 8.7897 0.1056 0.0 0.1 0.0
F -0.9917 9.4262 0.9611 -0.1 0.0 -0.1
F -3.0648 9.1948 0.3765 0.1 0.0 0.0
C -1.6802 7.2976 0.2014 0.1 -0.1 0.1
C -0.9725 6.7147 1.2425 0.0 0.1 0.0
C -0.8694 5.3375 1.3082 -0.1 0.0 -0.1
C -1.4600 4.5290 0.3315 0.2 0.2 0.2
C -2.1805 5.1312 -0.7016 0.0 -0.1 -0.1
C -2.2899 6.5077 -0.7640 0.0 0.1 0.0
C -1.2765 3.1103 0.4032 -0.4 -0.2 -0.2
C -1.1312 1.9013 0.4613 0.2 0.5 0.0
H -0.5017 7.3371 1.9908 0.0 0.0 0.0
H -0.3279 4.8734 2.1193 0.1 0.0 0.0
H -2.6450 4.5134 -1.4583 0.0 0.0 0.0
H -2.8425 6.9782 -1.5669 0.0 0.0 0.0
C 5.7560 0.2534 -3.9745 -0.1 0.0 0.0
C 4.5591 -0.4109 -4.5970 0.0 0.0 0.0
C 3.9690 0.1036 -5.7458 0.0 0.0 0.0
C 2.8364 -0.4782 -6.2938 -0.1 0.0 0.0
C 2.2682 -1.5985 -5.7024 0.0 0.0 0.1
N 1.0890 -2.1579 -6.2737 0.0 0.1 0.1
C 0.0275 -2.7360 -5.6253 -0.1 0.1 0.0
O -0.7136 -3.5345 -6.1510 0.1 -0.1 0.0
N -0.1870 -2.3351 -4.2942 0.4 -0.2 -0.1
C -0.0437 -1.0723 -3.7411 0.1 0.4 0.1
C -0.1123 0.1131 -4.4707 0.0 -0.1 0.0
C -0.0431 1.3140 -3.7868 0.1 -0.1 0.0
C 0.0527 1.3166 -2.4083 0.1 0.3 0.2
N 0.1419 0.1877 -1.7004 -0.4 -0.3 0.7
C 0.1352 -0.9678 -2.3644 0.2 -0.2 -0.1
C 2.8807 -2.1552 -4.5830 -0.1 0.0 -0.1
C 4.0022 -1.5562 -4.0348 0.0 0.0 0.0
H 6.3702 0.7443 -4.7284 0.0 0.0 0.0
H 6.3717 -0.4697 -3.4406 0.0 0.0 0.0
H 5.4371 1.0114 -3.2553 0.0 0.0 0.0
H 4.3967 0.9790 -6.2197 0.0 0.0 0.0
H 2.3888 -0.0613 -7.1888 0.0 0.0 0.0
H 1.1010 -2.3244 -7.2671 -0.1 -0.1 0.0
H -0.5403 -3.0627 -3.6951 -0.2 0.0 -0.1
H -0.2297 0.0920 -5.5456 0.0 0.0 0.0
H -0.0806 2.2504 -4.3252 0.0 0.0 0.0
H 0.0573 2.2393 -1.8431 0.0 0.0 0.0
H 0.2943 -1.8660 -1.7838 -0.1 0.0 0.0
H 2.4873 -3.0634 -4.1471 -0.1 0.0 0.0
H 4.4631 -1.9990 -3.1590 0.0 0.0 0.0
C 3.5142 0.3728 -0.4818 -0.3 0.0 0.2
Si 2.4197 -0.6529 0.7138 1.4 -0.4 -0.2
C 3.3069 -0.6079 2.4177 -0.3 0.2 -0.2
C 2.7515 -2.4570 0.1499 -0.3 0.2 0.0
H 4.4791 -0.1237 -0.6093 0.0 0.0 0.0
H 3.7150 1.3779 -0.1018 0.0 0.0 0.0
H 3.0548 0.4711 -1.4687 0.0 0.0 0.0
H 4.2676 -1.1234 2.3578 0.0 0.0 -0.1
H 2.7095 -1.1100 3.1847 0.0 0.0 0.0
H 3.5055 0.4108 2.7632 0.0 0.0 0.0
H 3.8255 -2.6540 0.1825 0.0 0.0 0.0
H 2.4056 -2.6570 -0.8677 0.0 0.0 0.0
H 2.2673 -3.1779 0.8157 0.0 0.0 0.0
```
Positions in Å, forces in eV/Å.

***

The following is a DFT calculation (wB97M-V/def2-TZVPD) of 3 unconnected molecules or ions with the total composition C18H30F3IN3O4S in a non-equilibrium geometry.

Computed properties:
- total charge = +1
- orbital gap (eV) = 7.54
- max |F| (eV/A) = 2.21
- E_HOMO (Eh) = -0.412
- spin multiplicity = 1

```
60
Properties=species:S:1:pos:R:3:forces:R:3
C 3.8447 -1.2842 1.6448 0.5 0.4 -0.5
N 3.6783 0.1625 1.6753 -0.4 0.2 0.0
C 3.7144 0.6842 3.0373 -0.4 -0.6 -0.1
C 3.1373 2.1021 3.2665 0.2 -0.5 0.5
N 2.5140 2.8028 2.0861 -0.2 0.7 0.5
C 2.6322 2.1155 0.7850 0.8 -0.1 -2.0
I 4.7229 2.5262 0.1454 0.0 0.1 0.3
N 1.7707 2.7348 -0.1906 0.4 0.4 0.3
C 1.9758 2.4861 -1.3872 -0.5 -1.3 0.9
S 2.1748 1.8204 -2.7563 0.0 0.7 -0.4
C 2.4996 0.6032 0.9239 0.3 -0.4 1.3
C 1.1808 0.0857 1.5616 -0.6 0.3 -0.4
C -0.0636 0.9676 1.4011 -0.9 0.2 1.2
C -1.3294 0.1966 1.6693 0.2 0.3 0.9
F -2.3940 0.5966 0.9361 0.4 -1.1 -1.3
C -1.4714 -0.8459 2.5356 -0.3 0.8 -1.4
F -1.3522 -0.7203 3.8407 1.5 -0.9 0.0
F -1.7789 -2.0622 2.1201 -1.3 0.3 1.0
H 4.8468 -1.5076 2.0044 -0.1 -0.2 0.3
H 3.0766 -1.8425 2.1882 0.1 0.0 0.2
H 3.8484 -1.5859 0.5980 -0.2 -0.1 0.0
H 3.1448 -0.0014 3.6786 0.0 0.1 0.2
H 4.7388 0.6549 3.4020 0.1 0.1 -0.1
H 3.8949 2.7505 3.6917 0.1 0.2 -0.3
H 2.3691 2.0238 4.0298 -0.2 0.1 -0.1
H 2.9622 3.7158 1.9781 0.0 0.0 -0.1
H 1.5350 3.0193 2.2984 -0.1 -0.3 -0.3
H 2.6027 0.1289 -0.0484 -0.1 0.4 -0.3
H 0.9453 -0.8565 1.0690 0.1 -0.1 0.0
H 1.2754 -0.1643 2.6196 0.3 0.1 0.0
H -0.0681 1.8209 2.0965 0.3 0.3 -0.3
H -0.1844 1.3297 0.3834 0.0 0.2 0.0
O 1.2143 2.1915 -5.9887 0.2 0.0 0.3
C 0.4215 3.0924 -5.9799 -0.4 -0.1 -0.2
O 0.4434 3.9715 -4.9581 0.3 0.1 0.2
C -0.3168 5.1856 -4.9470 -0.3 0.1 0.0
C -1.7201 4.9638 -4.4228 0.0 -0.2 0.0
C -0.6530 3.2100 -7.0328 0.2 0.3 -0.3
H -0.3120 5.6544 -5.9310 0.0 -0.1 0.0
H 0.2214 5.8574 -4.2802 0.1 -0.1 0.0
H -2.2848 4.2851 -5.0619 0.0 0.1 -0.1
H -2.2594 5.9090 -4.3636 0.0 0.0 0.0
H -1.6861 4.5163 -3.4289 0.0 0.1 0.0
H -1.5069 2.6021 -6.7365 0.0 0.0 0.0
H -0.2534 2.8266 -7.9679 0.0 -0.2 0.1
H -0.9789 4.2300 -7.2208 -0.1 0.0 0.1
O -2.1029 -5.8815 -0.4971 0.1 -0.1 0.0
C -2.6596 -5.7834 0.5598 -0.3 0.2 0.0
O -2.9735 -6.8980 1.2435 0.3 -0.3 0.0
C -3.4564 -6.8913 2.5893 -0.2 0.0 0.1
C -4.9594 -6.7144 2.6449 0.0 0.1 -0.1
C -3.0955 -4.4387 1.0960 0.3 -0.1 0.3
H -2.9295 -6.1457 3.1873 0.0 0.0 -0.1
H -3.1876 -7.8639 2.9974 0.1 0.0 -0.1
H -5.2664 -5.7530 2.2320 0.0 0.0 0.1
H -5.3137 -6.7760 3.6740 0.0 0.0 0.0
H -5.4516 -7.4889 2.0572 0.0 -0.1 0.0
H -4.0727 -4.1908 0.6837 0.0 0.0 0.0
H -2.3754 -3.7014 0.7665 -0.1 0.0 -0.3
H -3.1325 -4.3867 2.1816 -0.2 0.0 0.0
```
Positions in Å, forces in eV/Å.

***

What did the first record say?
The following is a DFT calculation (wB97M-V/def2-TZVPD) of 10 unconnected molecules or ions with the total composition C4H30N2O10 in a non-equilibrium geometry.

Computed properties:
- total charge = +2
- orbital gap (eV) = 10.58
- max |F| (eV/A) = 4.44
- E_HOMO (Eh) = -0.588
- spin multiplicity = 1

```
46
Properties=species:S:1:pos:R:3:forces:R:3
O -0.5326 -0.6240 -3.3244 -1.1 -0.6 -1.2
C -1.6375 -0.7469 -2.8492 1.9 1.1 1.7
C -1.7023 -0.1960 -1.4504 -0.9 0.7 4.3
C -1.6279 -1.3820 -0.3691 1.7 1.4 -0.9
C -2.2471 -1.1736 1.0027 -2.4 -1.6 -0.8
N -1.6494 -0.0673 1.8240 -2.9 -0.8 0.7
N -0.6012 0.7868 -1.0785 1.2 -0.1 -1.1
H -2.5370 -1.2936 -3.1291 0.1 -0.2 -0.9
H -2.5309 0.3837 -1.0644 -0.9 -0.4 -1.2
H -0.5607 -1.6435 -0.2585 -0.1 0.0 0.1
H -1.9816 -2.2719 -0.8343 -0.8 -0.8 -0.1
H -2.3225 -2.2063 1.4522 1.2 1.3 0.5
H -3.3320 -1.0328 0.9485 0.1 0.7 -0.4
H -2.1109 -0.0591 2.7629 1.3 -0.8 -0.3
H -2.0229 0.8759 1.5619 1.4 -0.5 -0.8
H -0.6502 -0.2690 1.7472 0.8 1.6 0.7
H -0.7618 1.5868 -0.4313 -0.5 -1.2 0.2
H -0.1539 1.3303 -1.8368 -0.2 -0.4 -1.0
H 0.1444 0.1968 -0.7080 0.3 0.7 0.2
H 3.4892 -3.9134 0.6047 0.0 0.2 -0.1
H 3.9707 -3.8301 2.0205 0.2 0.2 0.1
O 3.7544 -3.2650 1.2692 -0.1 -0.5 0.1
H -0.9725 3.4531 2.1315 0.0 0.1 -0.2
H -1.6157 3.8285 0.7676 0.0 0.0 0.3
O -1.3112 3.0832 1.3051 -0.1 -0.3 -0.3
H -4.6908 0.8520 -2.9223 0.0 0.0 0.0
H -3.5861 1.8901 -2.9252 0.0 0.0 -0.1
O -3.7636 0.9741 -2.6789 -0.5 0.4 -0.3
H 1.1613 1.4380 1.7032 -0.6 -0.1 -0.5
H 1.5730 0.1370 1.0576 0.1 -0.3 -0.5
O 0.8025 0.7180 1.0756 1.0 0.1 1.3
H 5.1091 1.4103 2.9518 0.1 0.0 0.0
H 4.7435 2.8406 2.5132 0.2 -0.2 0.0
O 4.4919 1.9122 2.4086 -0.1 0.2 0.0
H -0.3088 -5.1224 -1.0324 0.3 0.7 -0.1
H -1.6678 -5.1510 -0.5614 -0.4 0.5 0.1
O -0.9920 -4.4854 -0.7644 0.0 -1.1 0.0
H 2.7532 2.0915 2.6660 0.0 0.5 0.1
H 2.0622 3.3900 2.1621 0.0 -0.2 0.1
O 1.8819 2.5533 2.6124 0.0 -0.2 -0.1
H 3.0318 -1.5206 0.4537 -0.1 -0.3 0.3
H 3.2140 -1.7817 -0.9747 -0.3 0.2 -0.4
O 2.5357 -1.4484 -0.3723 0.2 0.3 0.0
H 1.6994 2.1696 -2.7844 0.2 0.5 -1.1
H 0.6213 3.0241 -3.7351 1.0 -0.4 0.0
O 0.8313 2.5578 -2.9169 -1.2 -0.2 1.3
```
Positions in Å, forces in eV/Å.

***

Q: The lowest max |F| belongs to which entry?
A: C50H47BrF3HfN8O4SeSi

***

Q: Which formula does entry 3 have?
A: C18H30F3IN3O4S